1.
Density functional theory data (ωB97M-V/def2-TZVPD) for a structure of composition F2O2S.

The HOMO energy is -11.21 eV. The lowest unoccupied orbital energy is -0.0784 Eh. Its total charge is 0. The frontier orbital gap is 9.07 eV. The value obtained for the total energy is -748.195197 hartree.

Geometry (Å):
O1 -0.84177 1.06236 -0.46066
O2 1.36056 -0.72035 -0.17218
F1 1.69682 0.69757 -0.05518
F2 -1.47622 -0.91140 0.85720
S1 -0.82757 -0.32482 -0.57810

2.
Density functional theory data (ωB97M-V/def2-TZVPD) for a cluster of 10 separate species, C18H42BF4N4O5 in total.

The HOMO energy is -7.83 eV. The lowest unoccupied orbital energy is 0.0886 Eh. Its total charge is -1. The frontier orbital gap is 10.25 eV. The value obtained for the total energy is -1730.622910 hartree.

Geometry (Å):
B1 -82.58899 34.62350 -24.32669
F1 -82.96963 33.92099 -25.44807
F2 -81.49968 35.44789 -24.56209
F3 -83.66567 35.39488 -23.88734
F4 -82.29976 33.71399 -23.29752
C1 -81.82771 39.02181 -23.65094
C2 -80.78691 39.42845 -22.73166
N1 -79.99827 39.79056 -21.96409
H1 -82.69548 38.69594 -23.21340
H2 -81.99689 39.68256 -24.67530
H3 -81.29817 38.13349 -24.00362
C3 -81.30953 35.68725 -28.16802
C4 -80.53082 36.93430 -28.60184
N2 -79.94535 37.86797 -28.81883
H4 -80.65825 34.84306 -27.90906
H5 -81.80722 35.90159 -27.37034
H6 -82.07588 35.33553 -28.82025
C5 -84.64279 31.28378 -24.01258
C6 -84.28331 29.87887 -24.77953
N3 -84.06071 28.95580 -25.48893
H7 -85.64244 31.04877 -23.43613
H8 -83.74043 31.43737 -23.32721
H9 -84.87914 32.10848 -24.66563
C7 -78.23413 34.31468 -24.26004
C8 -77.24606 33.19479 -23.98234
N4 -76.44010 32.36103 -23.77259
H10 -79.14341 34.23725 -23.62577
H11 -77.67849 35.32991 -24.28626
H12 -78.57734 34.05529 -25.37816
C9 -79.33032 30.75102 -25.71787
C10 -80.62454 31.35446 -25.44339
O1 -80.91510 32.36224 -26.52879
H13 -78.63713 31.55388 -26.03374
H14 -79.09186 30.13994 -26.69522
H15 -78.90733 29.93581 -24.89512
H16 -80.68720 31.90325 -24.44689
H17 -81.35026 30.46478 -25.40915
H18 -81.62862 32.75869 -26.23575
C11 -86.69081 33.92886 -26.17119
C12 -87.24503 35.01685 -25.18922
O2 -86.45792 35.12385 -24.02180
H19 -85.62278 34.04972 -26.36149
H20 -87.14345 34.03426 -27.26288
H21 -86.59123 32.90887 -25.94016
H22 -88.23411 34.60570 -24.68099
H23 -87.24928 36.04574 -25.65359
H24 -85.56686 35.13256 -24.28633
C13 -85.77492 38.08371 -20.05655
C14 -85.39510 37.67390 -21.43151
O3 -84.05658 37.28543 -21.57300
H25 -86.69460 38.39955 -19.88765
H26 -85.20600 38.83310 -19.72185
H27 -85.76506 37.26953 -19.30706
H28 -85.84451 38.51465 -22.01509
H29 -85.84390 36.75083 -21.83103
H30 -83.97551 36.74144 -22.28138
C15 -84.62252 33.57078 -20.64100
C16 -83.38652 32.80045 -20.06228
O4 -82.58356 32.28940 -21.08240
H31 -85.18125 34.15684 -20.03266
H32 -85.36409 32.74739 -21.10805
H33 -84.37104 34.28840 -21.49905
H34 -83.86020 32.01726 -19.46649
H35 -82.73773 33.44587 -19.41842
H36 -82.30073 33.02375 -21.59851
C17 -83.88222 32.59487 -29.07379
C18 -84.07519 31.08963 -28.85572
O5 -84.80900 30.44083 -30.04005
H37 -83.08890 32.84766 -29.66986
H38 -83.92355 33.28225 -28.16361
H39 -84.78039 32.92000 -29.58646
H40 -84.75820 31.06207 -28.09779
H41 -82.94293 30.67030 -28.72918
H42 -84.32021 30.53456 -30.87622

3.
Density functional theory data (ωB97M-V/def2-TZVPD) for a cluster of 5 separate species, C43H83F5NO21P5 in total.

The HOMO energy is -8.56 eV. The lowest unoccupied orbital energy is -0.0425 Eh. Its total charge is 0. The frontier orbital gap is 7.41 eV. The value obtained for the total energy is -5529.324859 hartree.

Geometry (Å):
C1 8.95920 2.62508 -3.62833
O1 8.34696 3.81255 -4.11411
C2 9.22979 4.90875 -4.18165
N1 8.99317 5.90980 -3.15024
C3 8.34132 7.11069 -3.54236
O2 8.83756 8.09382 -3.97955
C4 6.88391 6.87503 -3.24224
C5 5.76050 7.47334 -3.76077
C6 4.52283 7.01416 -3.30790
C7 3.29792 7.66899 -3.92362
F1 3.67635 8.81623 -4.53149
F2 2.72399 6.90192 -4.88506
C8 2.16415 8.06789 -2.91965
F3 2.64864 8.42584 -1.73788
F4 1.50602 9.12655 -3.41650
F5 1.26002 7.10656 -2.78891
C9 4.46585 5.99187 -2.35556
O3 3.24914 5.51999 -1.93523
C10 2.82973 4.41996 -2.79810
C11 1.46031 3.86862 -2.36655
C12 0.42666 4.26095 -3.45678
C13 1.51753 2.32712 -2.37350
C14 1.78519 1.73346 -3.76772
C15 2.57196 1.75433 -1.40916
C16 5.61566 5.40024 -1.80123
P1 5.47823 4.07946 -0.51105
C17 6.11860 2.53745 -1.29919
O4 6.59373 4.44217 0.65130
C18 6.84002 5.87062 -2.27886
C19 8.27912 5.46766 -1.98310
O5 8.77537 4.94557 -1.04468
H1 9.36276 2.04534 -4.46058
H2 9.71384 2.81682 -2.86559
H3 8.18726 2.01066 -3.17070
H4 9.16912 5.34309 -5.17894
H5 10.24619 4.52409 -4.07271
H6 5.85452 8.24855 -4.50460
H7 3.62652 3.67148 -2.80056
H8 2.77261 4.81374 -3.81122
H9 1.15739 4.26401 -1.40051
H10 0.85714 4.21508 -4.45338
H11 -0.01680 5.22918 -3.25183
H12 -0.37548 3.51898 -3.45087
H13 0.54959 1.93026 -2.05672
H14 2.16956 0.72254 -3.64360
H15 2.54999 2.28217 -4.32396
H16 0.88292 1.74944 -4.37440
H17 3.51627 1.67864 -1.94816
H18 2.67764 2.32048 -0.48591
H19 2.30264 0.72331 -1.17272
H20 5.99402 2.57900 -2.38082
H21 7.18857 2.41874 -1.10940
H22 5.55877 1.71218 -0.87334
H23 7.35826 3.87086 0.50569
C20 -3.91517 -4.22664 -4.95897
C21 -4.23952 -3.47852 -3.67868
O6 -3.31164 -2.41670 -3.46730
P2 -3.67642 -0.84655 -3.87554
O7 -5.03005 -0.79590 -3.24154
O8 -2.82557 -0.07478 -2.71170
C22 -3.39824 0.94792 -1.89608
C23 -3.70374 0.38106 -0.52729
O9 -2.28041 -0.81819 -4.75597
C24 -2.28618 -1.20186 -6.13628
C25 -3.45852 -0.62760 -6.90249
H24 -4.12588 -3.60496 -5.83346
H25 -4.51731 -5.13244 -5.04010
H26 -2.86000 -4.49995 -4.99159
H27 -5.27108 -3.12420 -3.70267
H28 -4.14590 -4.15656 -2.82865
H29 -4.28354 1.38130 -2.36049
H30 -2.65857 1.74622 -1.80399
H31 -4.36859 -0.48132 -0.59354
H32 -4.16842 1.13189 0.11344
H33 -2.78543 0.03447 -0.04998
H34 -2.26082 -2.29202 -6.20984
H35 -1.35392 -0.83206 -6.56358
H36 -4.40675 -1.05256 -6.54860
H37 -3.37130 -0.84851 -7.96573
H38 -3.51140 0.45448 -6.77054
C26 -7.72389 -5.67220 2.83116
C27 -8.00341 -4.80430 4.04402
O10 -6.93168 -3.89393 4.28283
P3 -7.00342 -2.35077 3.76867
O11 -8.38570 -1.87652 3.99966
O12 -6.14752 -1.60394 4.92678
C28 -6.63749 -0.42976 5.57468
C29 -7.18549 -0.77518 6.94288
O13 -5.67461 -2.38724 2.83900
C30 -5.75194 -2.80373 1.46750
C31 -6.93518 -2.21362 0.72753
H39 -7.76470 -5.07931 1.91331
H40 -8.46508 -6.46801 2.74832
H41 -6.73131 -6.11888 2.89446
H42 -8.95261 -4.27927 3.92529
H43 -8.08388 -5.43139 4.93302
H44 -7.38931 0.07181 4.96629
H45 -5.79213 0.25389 5.67643
H46 -7.97253 -1.52587 6.86958
H47 -7.59005 0.11059 7.43524
H48 -6.39795 -1.19566 7.57012
H49 -5.75983 -3.89643 1.42049
H50 -4.82906 -2.47227 0.99037
H51 -7.88328 -2.59682 1.12200
H52 -6.88792 -2.46584 -0.33189
H53 -6.95150 -1.12757 0.83212
C32 -0.43993 -4.27057 2.47790
C33 0.44737 -5.44865 2.11724
O14 -0.16792 -6.23712 1.09967
P4 0.22761 -6.06686 -0.47009
O15 1.69559 -5.89213 -0.53777
O16 0.00342 -7.58020 -1.01276
C34 0.99200 -8.23630 -1.80568
C35 1.77475 -9.22008 -0.96222
O17 -1.25597 -5.66831 -0.98882
C36 -1.64666 -4.28448 -0.95853
C37 -0.56569 -3.34860 -1.46632
H54 -0.47274 -3.55239 1.65429
H55 -0.06188 -3.74876 3.35831
H56 -1.46162 -4.59753 2.67352
H57 1.43871 -5.10400 1.81793
H58 0.57496 -6.09666 2.98542
H59 1.65529 -7.51646 -2.28418
H60 0.46244 -8.76837 -2.59881
H61 2.23901 -8.72098 -0.11170
H62 2.55375 -9.70572 -1.55230
H63 1.11017 -9.98655 -0.56113
H64 -1.95451 -4.01848 0.05640
H65 -2.52620 -4.19113 -1.59008
H66 0.30601 -3.34891 -0.79988
H67 -0.94416 -2.32781 -1.52569
H68 -0.21988 -3.65504 -2.45488
C38 1.69997 3.10126 7.58275
C39 0.66586 2.05412 7.95210
O18 0.03909 1.51662 6.78887
P5 0.52680 0.10424 6.14305
O19 0.81835 -0.81324 7.26670
O20 -0.87114 -0.45853 5.54708
C40 -1.30437 -1.79690 5.79960
C41 -2.37373 -1.80792 6.87065
O21 0.90396 0.67686 4.66950
C42 2.21626 1.20020 4.41159
C43 3.32241 0.34377 4.99212
H69 2.56205 2.63876 7.09455
H70 2.05827 3.61910 8.47322
H71 1.28064 3.83374 6.89262
H72 1.12000 1.26862 8.55825
H73 -0.12428 2.51321 8.54782
H74 -0.46575 -2.43808 6.07108
H75 -1.71939 -2.18207 4.86568
H76 -2.01008 -1.34508 7.78858
H77 -2.69252 -2.82730 7.09287
H78 -3.24173 -1.23418 6.54274
H79 2.27574 2.22727 4.78154
H80 2.32096 1.24633 3.32775
H81 3.29511 0.35030 6.08763
H82 4.29870 0.71445 4.68090
H83 3.21799 -0.69255 4.66675

4.
Density functional theory data (ωB97M-V/def2-TZVPD) for the molecule C4H7NO.

The HOMO energy is -9.93 eV. The lowest unoccupied orbital energy is 0.0347 Eh. Its total charge is 0. The frontier orbital gap is 10.87 eV. The value obtained for the total energy is -286.585799 hartree.

Geometry (Å):
C1 -1.33937 0.40967 1.29652
C2 -1.20212 0.05788 -0.19187
C3 0.24471 0.15934 -0.56258
N1 0.95382 -0.85995 -0.81541
C4 2.33502 -0.74293 -0.97015
O1 3.11841 -0.75111 -0.05273
H1 -0.62267 -0.16869 1.88995
H2 -2.34528 0.18416 1.66174
H3 -1.14131 1.47174 1.47645
H4 -1.80257 0.74644 -0.80006
H5 -1.54478 -0.96304 -0.38437
H6 0.68894 1.16499 -0.52079
H7 2.65719 -0.70851 -2.02670